(1)
{"formula": "C5H7NO", "method": "ωB97M-V with the def2-TZVPD basis set", "spin_multiplicity": 1, "smiles": "C/C=C(\\C#N)CO", "energy_ev": -8834.562, "e_homo_ev": -10.10, "e_above_lowest_kcal_mol": 37.85, "elements": ["O", "N", "C", "C", "C", "C", "C", "H", "H", "H", "H", "H", "H", "H"], "coordinates": [[-1.95853, 0.06989, -1.02191], [-0.18083, -2.65527, 1.16206], [-0.36303, -0.13309, 0.57899], [1.96118, 0.07842, -0.40547], [-1.76653, 0.37348, 0.35134], [0.63896, 0.59284, 0.05884], [-0.23987, -1.53314, 0.87973], [2.73714, 0.29999, 0.33126], [-1.06069, 0.18390, -1.38232], [0.42370, 1.65118, -0.10148], [2.24421, 0.55263, -1.35639], [-1.83365, 1.45560, 0.53856], [1.91798, -1.00442, -0.55971], [-2.53611, -0.14669, 0.93004]]}


(2)
{"formula": "C5H7NO", "method": "ωB97M-V with the def2-TZVPD basis set", "spin_multiplicity": 1, "energy_ev": -8832.540, "e_homo_ev": -8.17, "e_above_lowest_kcal_mol": 84.46, "elements": ["O", "N", "C", "C", "C", "C", "C", "H", "H", "H", "H", "H", "H", "H"], "coordinates": [[-1.42710, 0.50298, -1.54068], [-0.48514, -1.36879, -2.44816], [-0.87525, 1.42972, 0.83521], [0.11580, 0.47511, 0.63935], [0.32816, -0.47699, -0.31846], [-0.58957, -0.39802, -1.46358], [0.82406, 0.55764, 1.99275], [0.47842, -0.26243, 2.62384], [1.07352, -1.26600, -0.21354], [-0.06134, -2.25687, -2.21679], [-1.28882, -1.42974, -3.05952], [0.65989, 1.48652, 2.56620], [-0.64008, 2.51269, 0.82426], [1.88745, 0.49416, 1.77912]]}


(3)
{"formula": "C5H7NO", "method": "ωB97M-V with the def2-TZVPD basis set", "spin_multiplicity": 1, "smiles": "Cc1coc(N)c1", "energy_ev": -8835.522, "e_homo_ev": -7.53, "e_above_lowest_kcal_mol": 15.71, "elements": ["O", "N", "C", "C", "C", "C", "C", "H", "H", "H", "H", "H", "H", "H"], "coordinates": [[0.45883, 1.55042, -0.44451], [-0.58722, 1.12751, -2.43685], [-0.34778, 0.72501, -1.14223], [-0.61084, -0.41199, -0.44179], [0.77503, 0.89627, 0.72209], [0.17593, -0.31400, 0.76415], [0.40223, -1.39430, 1.77511], [1.21799, -1.12402, 2.45305], [-1.20260, 0.55359, -2.98494], [0.69221, -2.31957, 1.26386], [-1.25674, -1.22897, -0.73574], [1.44261, 1.42500, 1.38510], [-0.48640, -1.61490, 2.37598], [-0.64568, 2.11997, -2.59637]]}


(4)
{"formula": "C5H7NO", "method": "ωB97M-V with the def2-TZVPD basis set", "spin_multiplicity": 1, "energy_ev": -8832.346, "e_homo_ev": -8.25, "e_above_lowest_kcal_mol": 88.94, "elements": ["O", "N", "C", "C", "C", "C", "C", "H", "H", "H", "H", "H", "H", "H"], "coordinates": [[0.71481, 1.69709, -0.04061], [-2.43453, -0.79845, -0.01170], [0.96563, 0.45869, -0.09668], [-0.08694, -0.43284, -0.28412], [-1.43807, 1.45929, -0.30603], [-1.38787, 0.07897, -0.12377], [2.35087, -0.12745, 0.09998], [2.70176, 0.04733, 1.12284], [-1.25173, 2.19956, 0.44403], [2.31579, -1.21068, -0.05949], [-2.21253, -1.73558, 0.29841], [3.08172, 0.30770, -0.58547], [-3.37980, -0.49795, 0.15777], [0.06088, -1.44568, -0.61515]]}


(5)
{"formula": "C5H7NO", "method": "ωB97M-V with the def2-TZVPD basis set", "spin_multiplicity": 1, "energy_ev": -8828.159, "e_homo_ev": -8.40, "e_above_lowest_kcal_mol": 185.49, "elements": ["O", "N", "C", "C", "C", "C", "C", "H", "H", "H", "H", "H", "H", "H"], "coordinates": [[-2.15326, -0.57390, 0.20243], [0.19610, -0.27146, 0.05361], [-0.35902, 0.94891, 0.31913], [-0.99774, -1.16752, -0.27531], [2.55665, 0.26960, 0.16533], [1.59507, -0.87071, 0.01916], [-2.11961, 0.86367, 0.16604], [-0.91249, -1.09717, -1.42592], [-1.05118, -2.28001, 0.12043], [2.66244, 0.64292, 1.16347], [3.50883, -0.04506, -0.13309], [-2.32851, 1.31056, -0.84581], [2.23452, 0.94581, -0.49272], [-2.83181, 1.32436, 0.96326]]}


(6)
{"formula": "C5H7NO", "method": "ωB97M-V with the def2-TZVPD basis set", "spin_multiplicity": 1, "smiles": "C#CCCNC=O", "energy_ev": -8834.482, "e_homo_ev": -9.83, "e_above_lowest_kcal_mol": 39.68, "elements": ["O", "N", "C", "C", "C", "C", "C", "H", "H", "H", "H", "H", "H", "H"], "coordinates": [[-2.40614, -0.45152, -0.90252], [-1.06524, 0.41781, 0.72196], [2.28126, 1.34653, 0.16842], [0.88852, -0.93708, 0.04057], [1.71291, 0.28293, 0.12298], [-0.33961, -0.81894, 0.93993], [-1.98772, 0.50254, -0.27733], [-2.34291, 1.53752, -0.44418], [-1.01034, -1.64476, 0.70077], [2.86450, 2.24343, 0.19876], [0.57546, -1.06264, -1.00358], [-0.05462, -0.86589, 1.99533], [-0.58175, 1.26375, 0.96840], [1.46464, -1.81649, 0.35092]]}


(7)
{"formula": "C5H7NO", "method": "ωB97M-V with the def2-TZVPD basis set", "spin_multiplicity": 1, "smiles": "CC(=O)[C@@H](C)C#N", "energy_ev": -8835.335, "e_homo_ev": -10.34, "e_above_lowest_kcal_mol": 20.02, "elements": ["O", "N", "C", "C", "C", "C", "C", "H", "H", "H", "H", "H", "H", "H"], "coordinates": [[0.68333, -1.66552, 0.55812], [-0.70207, 2.49150, -1.17530], [-1.72882, -0.36496, 0.53229], [0.70456, -0.56771, 0.04228], [-0.64483, 1.37564, -0.87455], [2.03521, 0.12129, 0.04666], [-0.62919, -0.03931, -0.49068], [-2.71534, -0.17830, 0.10765], [2.37484, -0.41643, 0.93851], [-1.63164, -1.41591, 0.81018], [-0.79641, -0.63136, -1.39980], [-1.60680, 0.24644, 1.43073], [2.67485, -0.26313, -0.75209], [2.05614, 1.22179, 0.02772]]}


(8)
{"formula": "C5H7NO", "method": "ωB97M-V with the def2-TZVPD basis set", "spin_multiplicity": 1, "energy_ev": -8832.055, "e_homo_ev": -9.27, "e_above_lowest_kcal_mol": 95.66, "elements": ["O", "N", "C", "C", "C", "C", "C", "H", "H", "H", "H", "H", "H", "H"], "coordinates": [[1.02294, 1.98618, -0.28837], [-0.39992, 0.47348, 1.12656], [-0.93873, -0.36951, 0.08749], [-1.30337, 0.13441, -1.26955], [0.45860, -0.46275, 0.57524], [1.44022, -1.35179, 0.59715], [0.74194, 1.45894, 0.77051], [-0.50228, 0.69540, -1.75308], [2.39950, -1.09998, 1.03378], [1.02660, 1.89501, 1.74042], [-1.58484, -1.15143, 0.47797], [-2.19211, 0.77001, -1.20184], [1.37430, -2.27440, 0.03396], [-1.54287, -0.70357, -1.93023]]}


(9)
{"formula": "C5H7NO", "method": "ωB97M-V with the def2-TZVPD basis set", "spin_multiplicity": 1, "smiles": "C[C@]12N[C@H]1CC2=O", "energy_ev": -8833.140, "e_homo_ev": -9.15, "e_above_lowest_kcal_mol": 70.62, "elements": ["O", "N", "C", "C", "C", "C", "C", "H", "H", "H", "H", "H", "H", "H"], "coordinates": [[2.08575, 0.94159, 0.07114], [-1.29635, 1.20442, 0.12249], [-1.00849, 0.04108, -0.68933], [0.17235, -0.81261, 1.56542], [-0.22175, 0.27379, 0.56088], [0.30075, 0.01964, -1.50292], [0.99348, 0.55501, -0.24954], [0.56364, -1.04564, -1.62460], [0.46295, 0.56231, -2.42602], [-0.97809, 2.09019, -0.29139], [0.44792, -0.47411, 2.56201], [-1.83866, -0.65519, -0.78068], [1.10643, -1.25860, 1.16046], [-0.54494, -1.63180, 1.58435]]}


(10)
{"formula": "C5H7NO", "method": "ωB97M-V with the def2-TZVPD basis set", "spin_multiplicity": 1, "energy_ev": -8831.809, "e_homo_ev": -8.34, "e_above_lowest_kcal_mol": 101.33, "elements": ["O", "N", "C", "C", "C", "C", "C", "H", "H", "H", "H", "H", "H", "H"], "coordinates": [[0.06238, -1.26944, 1.58754], [0.73087, 0.27070, -1.58557], [-0.56079, -2.18813, 0.80069], [0.33817, -0.53287, -0.56279], [0.47921, -0.16007, 0.85377], [0.57289, 1.05056, 1.38825], [-0.36248, -1.70230, -0.55934], [0.35606, 1.17855, 2.44386], [1.50755, 0.90154, -1.45552], [-1.76999, 1.77585, 0.17574], [0.62983, 1.92773, 0.74956], [0.64125, -0.11253, -2.51526], [-0.74790, -2.19588, -1.44353], [-1.87705, 1.05628, 0.12260]]}


Number 1: F_max 1.10 eV/Å. Number 2: F_max 0.75 eV/Å. Number 3: F_max 0.29 eV/Å. Number 4: F_max 1.17 eV/Å. Number 5: F_max 4.27 eV/Å. Number 6: F_max 0.58 eV/Å. Number 7: F_max 1.38 eV/Å. Number 8: F_max 4.83 eV/Å. Number 9: F_max 0.75 eV/Å. Number 10: F_max 0.77 eV/Å.